w.
The following is a quantum chemistry calculation of 2 unconnected molecules or ions with the total composition C7H16NS, from OMol25.

```
25
Properties=species:S:1:pos:R:3:mulliken_charge:R:1
C 2.21 -2.45 -0.09 -0.8986
C 0.94 -2.80 -0.10 0.0155
C -1.61 0.93 1.17 -1.4190
C -1.01 2.41 -0.95 -1.5915
C 0.73 1.41 0.49 -1.8077
C -0.80 -0.08 -0.93 -0.5763
C -0.68 1.13 -0.09 2.1586
N -0.10 -2.35 0.68 -0.3825
S 0.46 -0.76 -1.81 -0.0427
H 2.83 -2.87 -0.80 0.3271
H 2.69 -1.85 0.59 0.3542
H 0.61 -3.59 -0.90 0.2604
H -0.97 1.06 2.05 0.3265
H -2.36 1.75 1.08 0.3910
H -2.16 -0.06 1.13 0.3001
H -0.13 2.85 -1.47 0.3483
H -1.76 2.19 -1.72 0.4350
H -1.32 3.33 -0.30 0.3984
H 1.69 1.42 -0.21 0.3820
H 1.20 1.01 1.51 0.2501
H 0.67 2.46 0.71 0.5309
H -1.82 -0.49 -1.08 0.5193
H -0.97 -2.84 0.63 0.2371
H 0.18 -1.83 1.64 0.2560
H 1.49 0.03 -1.20 0.2277
```

Properties
**Charge**: +1
**2S+1**: 1
**Frontier orbital gap (spin up / spin down)**: 7.50 / 7.50 eV
**LUMO (spin up / spin down)**: -0.1888 / -0.1888 hartree



x.
The following is a quantum chemistry calculation of a gas-phase ion, C7H16NS (charge +1), from OMol25.

```
25
Properties=species:S:1:pos:R:3:mulliken_charge:R:1
C -1.79 -1.49 -0.35 -0.9682
C -1.32 -0.71 0.86 -0.1668
C -0.70 0.69 0.38 -0.5269
C -0.38 1.84 1.29 -0.8575
C 1.08 1.64 1.75 -0.5695
N 1.87 0.86 0.83 -0.6642
S 0.98 0.23 -0.33 0.9214
C 1.81 -1.36 -0.62 -1.2734
C 0.95 0.89 -2.01 -1.1296
H -1.10 -1.14 -1.18 0.1422
H -2.73 -1.16 -0.79 0.3402
H -1.73 -2.51 -0.25 0.3796
H -0.44 -1.32 1.22 0.1754
H -2.10 -0.69 1.65 0.3943
H -1.24 1.04 -0.43 0.8564
H -0.93 1.71 2.27 0.3035
H -0.76 2.72 0.72 0.3105
H 1.52 2.64 1.91 0.3456
H 1.01 1.09 2.72 0.3532
H 1.50 -1.62 -1.56 0.5589
H 1.47 -2.15 0.05 0.3512
H 2.81 -1.13 -0.45 0.4710
H 0.87 1.83 -2.41 0.4201
H 0.13 0.28 -2.52 0.3910
H 1.82 0.38 -2.41 0.4414
```

Properties
**Charge**: +1
**2S+1**: 1
**Frontier orbital gap**: 9.25 eV
**LUMO**: -0.1413 hartree
**SMILES**: CC[C@H]1CC[N+]#S1(C)C



Of them, x has the lowest stability.



w.
The following is a quantum chemistry calculation of 4 unconnected molecules or ions with the total composition C2H13NO3, from OMol25.

```
19
Properties=species:S:1:pos:R:3:mulliken_charge:R:1
C 1.85 -0.91 2.12 -1.0560
N 1.28 -1.30 0.75 -0.4709
C 2.35 -1.98 0.13 -0.8250
H 2.61 -0.18 2.25 0.3783
H 1.94 -1.74 2.86 0.3334
H 1.04 -0.40 2.62 0.3527
H 0.62 -2.03 1.15 0.3057
H 2.61 -2.96 0.86 0.2326
H 2.13 -2.25 -0.89 0.3068
H 3.24 -1.36 0.08 0.2847
O -4.31 -0.32 -0.93 -0.6498
H -4.65 -1.24 -0.98 0.3210
H -3.30 -0.52 -0.92 0.3593
O -1.23 -0.41 -0.51 -0.6892
H -1.07 0.59 -0.65 0.3529
H -0.40 -0.63 -0.03 0.4635
O -1.72 5.74 -2.93 -0.6403
H -0.95 5.36 -2.46 0.3212
H -2.01 6.55 -2.53 0.3191
```

Properties
**2S+1**: 1
**Frontier orbital gap**: 10.80 eV
**LUMO**: 0.0243 hartree
**SMILES**: CNC.O.O.O



x.
The following is a quantum chemistry calculation of 4 unconnected molecules or ions with the total composition C2H13NO3, from OMol25.

```
19
Properties=species:S:1:pos:R:3:mulliken_charge:R:1
C 0.14 -0.62 2.47 -0.8816
N -1.00 -0.61 1.58 -0.3331
C -1.06 0.74 0.95 -0.5415
H 1.09 -0.44 1.92 0.2390
H 0.07 0.21 3.22 0.3190
H 0.27 -1.63 2.88 0.3432
H -1.84 -0.94 2.03 0.2303
H -1.36 1.51 1.68 0.3122
H -1.80 0.89 0.17 0.3111
H -0.07 0.86 0.54 0.0031
O 1.67 0.69 -1.42 -0.6352
H 0.76 0.87 -1.15 0.2754
H 1.94 -0.14 -1.01 0.3877
O 2.12 -2.08 -0.64 -0.6948
H 1.42 -2.46 -1.18 0.3408
H 1.83 -2.23 0.26 0.3261
O -1.57 2.06 -4.19 -0.6395
H -1.49 1.80 -3.26 0.3167
H -1.11 1.53 -4.83 0.3212
```

Properties
**2S+1**: 1
**Frontier orbital gap**: 9.72 eV
**LUMO**: 0.0194 hartree
**SMILES**: CNC.O.O.O



Of them, w has the lowest stability.